# 1
The following is a quantum chemistry calculation of a cluster of 2 separate species, C4H7NO2 in total in a non-equilibrium geometry, from the Open Molecules 2025 dataset.

The geometry in ORCA input format:
```
! RIJCOSX wB97M-V def2-TZVPD def2/J DEFGRID3
* xyz 0 1
C 2.509 0.737 0.375
N 1.387 1.051 -0.407
C -0.922 0.398 -0.367
C 0.548 0.073 -0.147
C 0.634 -1.311 0.084
O -3.300 0.119 -0.111
O 3.330 -0.156 0.283
H 2.723 1.426 1.237
H -4.264 0.064 -0.171
H -1.218 -0.003 -1.328
H -1.514 -0.182 0.312
H -1.241 1.422 -0.156
H 1.409 -1.901 -0.382
H -0.080 -1.736 0.779
*
```

Summary:
Frontier orbital gap = 3.6 eV
E_tot = -361.5443 a.u.
Energy relative to the best compared isomer or geometry (same formula, charge and spin) = 883.64 kJ/mol
LUMO energy = -4.5 eV
HOMO energy = -8.108 eV

These are the natural (NBO) partial charges, in e, on atoms 1 to 2:
1. C 0.506
2. N -0.327

***

# 2
The following is a quantum chemistry calculation of the ion C5H11N2O with charge +1 in a non-equilibrium geometry, from the Open Molecules 2025 dataset.

The geometry in ORCA input format:
```
! RIJCOSX wB97M-V def2-TZVPD def2/J DEFGRID3
* xyz 1 1
C -1.409 -0.312 0.015
C -0.698 1.700 -0.815
C 0.828 -0.005 0.101
C -2.608 -1.193 0.249
C 1.705 0.590 1.186
N -0.241 -0.760 0.269
N 1.786 -0.613 -0.838
O -1.734 0.916 -0.433
H -0.500 2.570 -0.320
H -0.380 1.532 -1.783
H -2.372 -1.534 1.267
H -2.567 -1.952 -0.552
H -3.510 -0.628 0.070
H 2.372 1.434 0.931
H 2.414 -0.217 1.555
H 1.199 0.755 2.091
H 1.149 -1.164 -1.439
H 2.323 -1.232 -0.259
H 2.244 0.113 -1.297
*
```

Summary:
Frontier orbital gap (alpha / beta) = 8.5 / 8.5 eV
E_tot = -381.4857 a.u.
Energy relative to the best compared isomer or geometry (same formula, charge and spin) = 467.91 kJ/mol
LUMO energy (alpha / beta) = -3.9 / -3.7 eV
HOMO energy (alpha / beta) = -12.381 / -12.226 eV

These are the natural (NBO) partial charges, in e, on atoms 1 to 2:
1. C 0.689
2. C -0.029

***

# 3
The following is a quantum chemistry calculation of an isolated molecule of C16H17N9O5S3 in a non-equilibrium geometry, from the Open Molecules 2025 dataset.

The geometry in ORCA input format:
```
! RIJCOSX wB97M-V def2-TZVPD def2/J DEFGRID3
* xyz 0 1
C -6.171 -3.764 -0.341
H -5.619 -4.294 0.436
H -5.853 -4.126 -1.322
H -7.241 -3.915 -0.216
O -5.969 -2.365 -0.232
N -4.628 -2.083 -0.203
C -4.238 -0.869 -0.194
C -5.082 0.322 -0.189
C -6.412 0.341 0.120
S -7.044 1.945 0.060
C -5.433 2.497 -0.403
N -4.558 1.558 -0.486
N -5.201 3.794 -0.699
H -5.870 4.476 -0.388
H -4.237 4.084 -0.732
H -7.047 -0.473 0.395
C -2.734 -0.752 -0.133
O -2.048 -1.589 0.413
N -2.243 0.327 -0.791
C -0.867 0.711 -0.720
H -0.685 1.531 -1.418
C -0.265 0.993 0.678
O -0.477 1.786 1.546
N 0.649 -0.015 0.514
C 1.860 -0.361 1.090
C 2.834 -0.948 0.356
C 4.144 -1.326 0.957
H 4.039 -1.743 1.957
H 4.706 -1.994 0.309
S 5.187 0.165 1.209
C 5.928 0.227 -0.350
N 5.746 -0.565 -1.392
N 6.549 -0.110 -2.343
N 7.205 0.900 -1.960
N 6.851 1.162 -0.697
C 7.384 2.236 0.080
H 8.091 2.778 -0.544
H 7.888 1.844 0.964
H 6.579 2.900 0.400
C 2.697 -1.242 -1.105
H 2.345 -2.265 -1.259
H 3.668 -1.131 -1.596
S 1.559 -0.132 -1.998
C 0.207 -0.391 -0.806
H -0.160 -1.415 -0.873
C 2.014 -0.068 2.538
O 3.074 0.059 3.104
O 0.845 0.003 3.160
H 0.960 0.238 4.094
H -2.928 1.059 -0.993
*
```

Summary:
Frontier orbital gap = 8.7 eV
E_tot = -2683.4140 a.u.
LUMO energy = 0.2 eV
HOMO energy = -8.525 eV
SMILES = CO/N=C(/C(=O)N[C@H]1C(=O)N2C(C(=O)O)=C(CSc3nnnn3C)CS[C@H]12)c1csc(N)n1

These are the natural (NBO) partial charges, in e, on atoms 1 to 2:
1. C -0.244
2. H 0.193

***

# 4
The following is a quantum chemistry calculation of a structure of composition C30H45F15O30S5 in a non-equilibrium geometry, from the Open Molecules 2025 dataset.

The geometry in ORCA input format:
```
! RIJCOSX wB97M-V def2-TZVPD def2/J DEFGRID3
* xyz 0 1
C -0.148 1.129 -3.725
C -0.942 2.247 -3.082
O -0.986 3.382 -3.995
C 0.117 4.097 -4.019
O 1.009 4.057 -3.240
C 0.158 5.057 -5.224
F 0.089 6.316 -4.695
F 1.276 4.951 -5.877
F -0.896 4.955 -6.035
H 0.751 1.549 -4.178
H -0.704 0.600 -4.497
H 0.178 0.435 -2.950
H -0.485 2.545 -2.141
H -1.998 2.009 -2.988
C 0.407 -5.463 1.967
C 1.726 -6.046 1.505
O 2.726 -5.018 1.432
C 3.976 -5.398 1.354
O 4.390 -6.523 1.312
C 4.936 -4.177 1.305
F 5.787 -4.325 0.280
F 4.272 -3.043 1.150
F 5.669 -4.142 2.413
H 0.265 -4.454 1.587
H 0.366 -5.349 3.054
H -0.352 -6.185 1.673
H 1.626 -6.446 0.494
H 2.068 -6.864 2.139
C -3.677 5.512 -0.690
C -5.186 5.581 -0.750
O -5.792 5.191 -2.000
C -5.870 3.913 -2.267
O -5.322 3.030 -1.694
C -6.657 3.664 -3.580
F -6.157 2.616 -4.222
F -7.942 3.400 -3.292
F -6.613 4.718 -4.391
H -3.157 6.241 -1.316
H -3.359 4.513 -0.976
H -3.332 5.765 0.313
H -5.532 6.598 -0.575
H -5.630 4.977 0.044
C -0.311 -1.758 0.771
C 0.137 -0.336 0.516
O -0.836 0.603 1.045
C -2.008 0.583 0.554
O -2.433 -0.173 -0.259
C -2.887 1.695 1.144
F -2.415 2.900 0.758
F -4.114 1.645 0.601
F -3.030 1.678 2.460
H -0.547 -1.928 1.822
H 0.501 -2.439 0.494
H -1.125 -2.002 0.110
H 0.266 -0.120 -0.547
H 1.080 -0.165 1.020
C -5.234 -2.290 1.378
C -4.670 -0.962 1.813
O -3.557 -1.035 2.688
C -3.797 -0.964 3.971
O -4.832 -1.114 4.507
C -2.526 -0.631 4.776
F -1.414 -1.148 4.203
F -2.370 0.683 4.845
F -2.620 -1.151 5.998
H -5.496 -2.890 2.258
H -4.524 -2.856 0.783
H -6.164 -2.254 0.810
H -5.440 -0.276 2.166
H -4.330 -0.478 0.892
C 6.185 -0.307 0.148
C 6.025 0.623 -1.055
O 4.838 1.366 -0.767
S 3.804 0.533 0.075
O 2.903 -0.134 -0.786
O 3.277 1.334 1.094
O 4.848 -0.495 0.672
H 6.823 0.091 0.929
H 6.443 -1.305 -0.196
H 5.815 0.030 -1.950
H 6.883 1.264 -1.218
C 4.058 -2.855 -4.582
C 2.862 -3.680 -5.086
O 2.004 -3.820 -3.935
S 2.262 -2.662 -2.881
O 2.094 -3.198 -1.595
O 1.518 -1.514 -3.236
O 3.815 -2.498 -3.222
H 4.123 -1.923 -5.144
H 5.009 -3.376 -4.620
H 3.152 -4.645 -5.480
H 2.234 -3.083 -5.746
C 2.340 0.113 4.853
C 2.968 -0.883 3.852
O 4.359 -0.888 4.143
S 4.737 0.534 4.793
O 4.673 1.501 3.765
O 5.916 0.382 5.552
O 3.430 0.557 5.676
H 1.607 -0.300 5.546
H 1.794 0.944 4.398
H 2.825 -0.671 2.795
H 2.542 -1.870 4.033
C -3.274 -2.040 -2.823
C -1.743 -2.076 -2.732
O -1.434 -3.204 -1.914
S -2.743 -3.951 -1.372
O -2.599 -4.259 -0.008
O -3.070 -5.003 -2.259
O -3.627 -2.640 -1.543
H -3.696 -2.703 -3.577
H -3.642 -1.024 -2.908
H -1.297 -1.260 -2.174
H -1.313 -2.228 -3.721
C 2.240 3.751 3.442
C 1.823 4.261 2.062
O 0.432 4.019 2.014
S -0.214 3.737 3.454
O -0.517 2.360 3.473
O -1.139 4.734 3.789
O 1.120 4.099 4.257
H 3.141 4.213 3.841
H 2.468 2.682 3.481
H 2.328 3.672 1.296
H 2.229 5.264 1.902
*
```

Summary:
Frontier orbital gap = 10.7 eV
E_tot = -6916.2212 a.u.
Energy relative to the best compared isomer or geometry (same formula, charge and spin) = 28.41 kJ/mol
LUMO energy = -0.2 eV
HOMO energy = -10.907 eV

These are the Löwdin partial charges, in e, on atoms 1 to 2:
1. C -0.049
2. C -0.163

***

# 5
The following is a quantum chemistry calculation of a structure of composition C5H9N3O2 in a non-equilibrium geometry, from the Open Molecules 2025 dataset.

The geometry in ORCA input format:
```
! RIJCOSX wB97M-V def2-TZVPD def2/J DEFGRID3
* xyz 0 1
C 4.118 -0.150 -0.237
C 0.198 0.691 -0.687
C -0.741 1.711 0.674
C -2.197 -1.314 0.492
C -0.024 -0.903 -0.329
N -1.037 1.422 -0.631
N -0.821 -1.054 0.775
N 0.588 1.407 0.498
O 4.481 0.203 0.788
O 3.750 -0.502 -1.260
H 0.815 0.805 -1.576
H -2.704 -1.538 1.430
H -2.720 -0.459 0.021
H -2.327 -2.164 -0.198
H 0.999 -1.250 -0.147
H -0.393 -1.342 -1.276
H -1.937 1.103 -0.968
H -1.243 2.290 1.415
H 1.194 1.045 1.217
*
```

Summary:
Frontier orbital gap (alpha / beta) = 7.0 / 7.0 eV
E_tot = -510.5509 a.u.
Energy relative to the best compared isomer or geometry (same formula, charge and spin) = 365.07 kJ/mol
LUMO energy (alpha / beta) = 0.4 / 0.4 eV
HOMO energy (alpha / beta) = -6.599 / -6.601 eV

These are the natural (NBO) partial charges, in e, on atoms 1 to 2:
1. C 1.020
2. C 0.087